Computed, not measured: C9H11NO2 in the gas phase, with ωB97M-V/def2-TZVPD.

Calculated values
Strongest force on any atom in eV/Å: 4.029
HOMO-LUMO gap in eV: 9.436
Structure (SMILES): N[C@@H](Cc1ccccc1)C(=O)O
Energy above the lowest of the compared OMol25 structures with the same formula, charge and spin in kJ/mol: 110.2

Last column: natural (NBO) charge in e.
Geometry (Å):
1 N -1.4785 1.9331 0.6179  -0.81
2 C -1.7464 0.8215 -0.3043  -0.16
3 C -0.5755 0.5872 -1.2740  -0.42
4 C 0.7338 0.2158 -0.6102  -0.05
5 C 1.0194 -1.1347 -0.3736  -0.20
6 C 2.2358 -1.5073 0.1842  -0.22
7 C 3.2058 -0.5357 0.3927  -0.20
8 C 2.8874 0.8743 0.2750  -0.21
9 C 1.6712 1.1938 -0.2212  -0.22
10 C -2.0772 -0.5172 0.3226  0.76
11 O -2.0451 -0.6572 1.5302  -0.57
12 O -2.4665 -1.4939 -0.4850  -0.67
13 H -0.6791 1.5430 1.1441  0.37
14 H -2.2152 2.0281 1.3900  0.38
15 H -2.5712 1.1506 -0.9407  0.20
16 H -0.8312 -0.2525 -1.9207  0.21
17 H -0.5445 1.5172 -1.8731  0.23
18 H 0.1154 -1.7532 -0.6826  0.22
19 H 2.5144 -2.5578 0.3370  0.22
20 H 4.1766 -0.8219 0.8230  0.21
21 H 3.6781 1.6543 0.5497  0.22
22 H 1.5060 2.2618 -0.4571  0.22
23 H -2.8319 -1.0788 -1.4042  0.49

Force components x, y, z for each atom (eV/Å):
N -0.1 -1.2 1.5
C -0.4 0.5 -0.4
C 0.2 0.7 -0.1
C 0.6 0.3 0.3
C -2.2 0.7 -0.7
C 0.7 -0.4 -0.6
C -0.1 1.6 1.2
C 2.6 -1.9 0.7
C -1.0 1.4 -1.2
C -0.6 1.4 2.6
O 0.3 -0.5 -1.3
O -1.7 0.5 -3.6
H -0.2 0.8 0.0
H 1.1 -0.5 -1.7
H -0.3 -0.3 0.0
H -0.1 0.2 -0.2
H 0.5 -0.6 0.2
H 1.8 -0.1 0.7
H -0.3 0.5 0.0
H -0.5 0.1 -0.4
H -1.4 -1.2 -0.5
H -0.4 -0.7 0.3
H 1.5 -1.4 3.2